# C4H10N2O2

A molecular structure, C4H10N2O2 at a distorted geometry (ωB97M-V/def2-TZVPD, the Open Molecules 2025 dataset).

Summary:
* total charge: 0
* multiplicity: 1
* highest occupied orbital energy: -8.340 eV
* HOMO-LUMO gap: 9.190 eV

```
18
Properties=species:S:1:pos:R:3:forces:R:3:mulliken_charge:R:1
O -2.016762 -0.570298 -0.808372 0.2235 -0.3408 -0.3134 -0.748
O 1.302598 -0.228597 1.761624 -0.1119 -0.0672 0.0288 -0.553
N 0.551064 -0.376156 -0.778969 -0.6674 0.9780 1.6351 -0.242
N -1.283280 -0.354427 1.801723 0.0677 0.1073 0.0562 -0.753
C 0.723934 0.553212 0.855691 0.6424 -1.2132 -1.7799 -0.452
C -0.754800 0.671214 0.922913 -0.7250 -0.4668 -1.3467 0.469
C 1.366812 -0.296687 -1.983423 0.1242 0.2652 0.3322 -0.892
C -1.095564 0.250136 -0.661324 0.2084 0.5488 1.7042 -0.073
H -1.945475 0.015157 2.471731 0.1096 -0.0745 -0.0705 0.221
H 1.323688 1.400497 0.542081 0.0298 -0.0274 0.0610 0.414
H 0.916315 -0.876526 -2.793524 -0.0101 0.0751 0.0532 0.327
H 2.372029 -0.678392 -1.785724 -0.0182 -0.0028 -0.1061 0.331
H -1.100723 1.685581 1.112565 -0.0532 -0.0769 0.2124 0.374
H -1.765942 -1.044958 1.217611 -0.1396 0.2546 -0.0852 0.221
H 0.535928 -0.733261 2.155237 0.1446 0.2936 -0.0356 0.441
H -1.045399 1.182948 -1.255365 0.2702 -0.2246 -0.3210 0.337
H 1.456321 0.746358 -2.289338 -0.0440 -0.0426 -0.0743 0.286
H 0.459255 -1.345800 -0.485137 -0.0510 0.0143 0.0498 0.294
```
Forces are in eV/Å.